A:
One molecule with the formula C3H7O2P, computed with wB97M-V/def2-TZVPD.

Cartesian coordinates (Å):
1 C -1.817 0.027 0.817
2 C -0.894 -0.568 0.103
3 C 0.559 -0.127 -0.148
4 O 1.066 0.625 0.810
5 O 1.515 -1.256 -0.254
6 P 0.986 0.513 -1.866
7 H -2.793 -0.379 1.126
8 H -1.692 1.020 1.098
9 H -1.068 -1.531 -0.314
10 H 0.396 0.634 1.539
11 H 1.479 -1.831 0.458
12 H 2.002 1.239 -1.309
13 H 0.263 1.632 -2.058

SMILES ... C=CC(O)(O)P
HOMO-LUMO gap ... 9.9 eV
LUMO ... 0.76 eV

B:
C3H7O2P as an isolated structure, computed with wB97M-V/def2-TZVPD.

Cartesian coordinates (Å):
1 C -1.881 -0.616 -0.193
2 C 0.926 2.031 -0.505
3 C 0.562 -1.824 0.706
4 O -2.321 -0.321 -1.276
5 O 0.093 0.954 -0.626
6 P -0.557 0.306 0.746
7 H -2.220 -1.446 0.336
8 H 1.862 1.789 -1.015
9 H 1.113 2.264 0.599
10 H 0.482 2.877 -0.941
11 H 0.005 -2.185 -0.125
12 H 0.279 -2.350 1.611
13 H 1.656 -1.479 0.683

HOMO-LUMO gap ... 9.1 eV
LUMO ... 0.19 eV

Which structure is most stable, and how do the rest compare? From most to least stable: A, B.

A:
A 2-piece molecular cluster, C2H4O3 overall, computed with wB97M-V/def2-TZVPD.

Cartesian coordinates (Å):
1 O -0.339 1.350 -2.069
2 C 0.493 0.732 -1.493
3 O 0.963 -0.448 -1.962
4 H 0.981 1.029 -0.554
5 H 1.676 -0.762 -1.386
6 C -0.181 -0.915 2.581
7 O -1.245 -0.436 2.859
8 H -0.061 -1.510 1.656
9 H 0.698 -0.777 3.229

SMILES ... O=CO.C=O
HOMO-LUMO gap ... 10.7 eV
LUMO ... 0.18 eV

B:
One molecule with the formula C2H4O3, computed with wB97M-V/def2-TZVPD.

Cartesian coordinates (Å):
1 O -0.878 -0.544 -1.707
2 C -0.503 -0.388 -0.637
3 O -0.946 -1.112 0.334
4 C 0.441 0.760 -0.168
5 O 0.839 0.820 1.284
6 H -1.155 -2.083 -0.153
7 H 1.382 0.728 -0.731
8 H 0.069 1.986 -0.091
9 H 0.751 -0.168 1.869

SMILES ... O=C(O)CO
HOMO-LUMO gap ... 10.7 eV
LUMO ... 0.32 eV

C:
One molecule with the formula C2H4O3, computed with wB97M-V/def2-TZVPD.

Cartesian coordinates (Å):
1 O 0.451 1.678 0.059
2 C 0.696 0.468 -0.017
3 O 1.864 -0.082 -0.035
4 C -0.514 -0.459 0.151
5 O -1.703 0.303 -0.134
6 H 1.747 -1.063 -0.471
7 H -0.681 -0.659 1.261
8 H -0.488 -1.358 -0.482
9 H -1.372 1.171 -0.331

SMILES ... O=C(O)CO
HOMO-LUMO gap ... 10.7 eV
LUMO ... 0.10 eV

Which structure is most stable, and how do the rest compare? From most to least stable: C, A, B.

A:
A 4-piece molecular cluster, C21H35N3O4 overall, computed with wB97M-V/def2-TZVPD.

Cartesian coordinates (Å):
1 C -3.624 -2.377 6.225
2 C -2.753 -3.406 5.755
3 O -1.794 -4.190 4.918
4 C -0.412 -3.733 5.127
5 O 0.582 -4.637 4.909
6 O 0.019 -2.390 5.546
7 O -0.401 -1.457 4.739
8 C 0.523 -1.301 3.574
9 C -0.325 -1.779 2.255
10 C -1.863 -1.143 2.246
11 C 0.352 -1.390 0.813
12 C 0.942 -2.790 0.167
13 C 1.603 -0.334 0.892
14 H -4.392 -1.481 6.401
15 H 1.511 -1.896 3.774
16 H 0.780 -0.136 3.550
17 H -0.450 -2.960 2.351
18 H -2.330 -1.477 1.214
19 H -2.491 -1.562 3.171
20 H -1.727 0.037 2.302
21 H -0.500 -0.961 0.110
22 H 1.163 -2.597 -0.978
23 H 1.916 -3.105 0.775
24 H 0.097 -3.611 0.339
25 H 2.471 -0.839 1.500
26 H 1.944 -0.001 -0.200
27 H 1.233 0.596 1.503
28 C 1.498 -1.221 -5.107
29 C 0.207 -1.719 -5.749
30 C -1.000 -1.620 -4.814
31 C -0.761 -2.468 -3.576
32 N -0.562 -3.171 -2.548
33 H 1.774 -1.822 -4.235
34 H 2.326 -1.283 -5.820
35 H 1.400 -0.176 -4.789
36 H 0.348 -2.760 -6.066
37 H 0.010 -1.132 -6.653
38 H -1.901 -1.976 -5.325
39 H -1.169 -0.581 -4.513
40 C -2.744 3.503 -1.665
41 C -3.268 2.401 -2.581
42 C -2.947 0.997 -2.066
43 C -1.441 0.818 -1.969
44 N -0.191 0.669 -1.888
45 H -1.652 3.480 -1.589
46 H -3.021 4.487 -2.057
47 H -3.162 3.407 -0.657
48 H -2.839 2.538 -3.581
49 H -4.354 2.507 -2.679
50 H -3.355 0.244 -2.749
51 H -3.394 0.837 -1.079
52 C 3.565 4.212 2.160
53 C 3.424 3.030 1.206
54 C 3.246 3.459 -0.252
55 C 1.985 4.297 -0.389
56 N 0.939 4.992 -0.503
57 H 2.666 4.836 2.165
58 H 3.719 3.857 3.184
59 H 4.420 4.839 1.883
60 H 2.569 2.419 1.521
61 H 4.317 2.400 1.286
62 H 3.163 2.578 -0.896
63 H 4.107 4.046 -0.588

SMILES ... C#COC(=O)OOC[C@@H](C)C(C)C.CCCC#N.CCCC#N.CCCC#N
HOMO-LUMO gap ... 9.5 eV
LUMO ... -0.41 eV

B:
A 2-piece molecular cluster, C21H35N3O4 overall, computed with wB97M-V/def2-TZVPD.

Cartesian coordinates (Å):
1 C -0.271 -4.545 4.260
2 N 0.554 -3.341 4.167
3 C 1.839 -3.268 4.546
4 O 2.430 -4.244 4.991
5 C 2.552 -1.918 4.308
6 C 3.293 -1.864 2.962
7 C 2.450 -2.305 1.781
8 C 1.524 -1.413 1.207
9 C 0.738 -1.819 0.111
10 C 0.880 -3.123 -0.413
11 O 0.138 -3.516 -1.480
12 C 1.796 -4.020 0.173
13 C 2.577 -3.613 1.271
14 N 3.390 -1.386 5.401
15 C 4.443 -1.872 6.064
16 C 5.063 -3.225 5.779
17 O 4.946 -1.175 6.932
18 H -0.783 -4.567 5.223
19 H -1.008 -4.557 3.456
20 H 0.353 -5.437 4.175
21 H 0.143 -2.525 3.743
22 H 1.743 -1.194 4.209
23 H 3.628 -0.840 2.785
24 H 4.182 -2.489 2.999
25 H 1.430 -0.408 1.596
26 H 0.038 -1.131 -0.338
27 H -0.386 -2.802 -1.842
28 H 1.891 -5.016 -0.231
29 H 3.273 -4.307 1.725
30 H 3.129 -0.475 5.742
31 H 5.004 -3.478 4.727
32 H 4.540 -3.979 6.363
33 H 6.108 -3.204 6.084
34 C 0.021 -0.999 -4.606
35 C 0.071 0.519 -4.460
36 C -1.340 1.118 -4.451
37 C -1.279 2.579 -3.996
38 C -2.674 3.216 -3.937
39 C -2.692 4.308 -2.858
40 C -3.960 5.174 -2.848
41 C -5.259 4.366 -2.836
42 N -3.925 5.965 -1.623
43 C -3.766 7.337 -1.573
44 O -3.660 8.002 -2.592
45 H -0.455 -1.274 -5.552
46 H -0.546 -1.446 -3.784
47 H 1.034 -1.412 -4.594
48 H 0.585 0.760 -3.523
49 H 0.651 0.953 -5.281
50 H -1.973 0.553 -3.760
51 H -1.782 1.050 -5.450
52 H -0.818 2.609 -3.003
53 H -0.644 3.158 -4.674
54 H -2.929 3.636 -4.916
55 H -3.421 2.455 -3.689
56 H -2.576 3.827 -1.880
57 H -1.832 4.970 -3.005
58 H -3.962 5.813 -3.740
59 H -6.116 5.036 -2.716
60 H -5.385 3.821 -3.776
61 H -5.258 3.648 -2.009
62 H -4.000 5.477 -0.736
63 H -3.734 7.835 -0.609

SMILES ... CNC(=O)[C@H](Cc1ccc(O)cc1)NC(C)=O.CCCCCC[C@@H](C)NC=O
HOMO-LUMO gap ... 9.0 eV
LUMO ... 0.21 eV

Which structure is most stable, and how do the rest compare? From most to least stable: B, A.

A:
C2H5N2 as an isolated structure, computed with wB97M-V/def2-TZVPD.

Cartesian coordinates (Å):
1 C -0.180 -0.019 0.436
2 C -1.183 0.574 -0.245
3 N 2.528 -0.041 -0.198
4 N 1.623 0.607 0.137
5 H 0.094 0.144 1.528
6 H -0.063 -1.124 0.105
7 H -1.414 0.280 -1.298
8 H -1.567 1.549 0.126
9 H 2.969 -0.859 -0.511

Total charge ... +1
HOMO-LUMO gap (spin up / spin down) ... 8.1 / 8.0 eV
LUMO (spin up / spin down) ... -7.05 / -7.07 eV

B:
A 2-piece molecular cluster, C2H5N2 overall, computed with wB97M-V/def2-TZVPD.

Cartesian coordinates (Å):
1 C -1.545 0.191 0.484
2 C -0.729 -0.063 -0.508
3 N 2.496 -0.083 0.136
4 N 1.683 -0.832 0.269
5 H -2.416 0.737 0.164
6 H 0.016 -0.964 -0.498
7 H -1.479 -0.215 1.580
8 H -0.751 0.405 -1.414
9 H 2.725 0.824 -0.213

Total charge ... +1
HOMO-LUMO gap ... 7.0 eV
LUMO ... -7.60 eV

Which structure is most stable, and how do the rest compare? From most to least stable: B, A.